Entry 1:
Molecular formula: C14H27CeCoI2O3PS2
Method: DFT, ωB97M-V/def2-TZVPD

The net charge is +4. As for the spin multiplicity: 6. As for the expectation value of S²: 8.794. The value obtained for the largest force on an atom is 17.436 eV/Å. For the HOMO-LUMO gap (spin up / spin down), the calculation gives 0.2151 / 0.1964 Eh. The energy is -118765.6995 eV. For the HOMO energy (spin up / spin down), the calculation gives -20.66 / -21.31 eV.

Cartesian coordinates (Å):
I: 2.76146 3.26415 -1.07007
I: 0.76766 4.03908 -2.77768
Co: -2.06492 1.01495 -1.18928
Ce: 0.32446 0.04550 0.70972
S: -0.78085 2.41695 0.31420
S: 0.21413 0.42058 -1.72564
C: 0.21784 0.20599 2.73540
C: -1.61409 3.17230 1.79289
C: 0.55165 -1.17457 -2.64893
C: -2.32815 4.32370 1.15579
C: -2.55708 2.20510 2.48124
C: -0.50661 3.63960 2.71773
C: 0.20818 -0.76799 -4.04657
C: -0.30670 -2.31627 -2.15686
C: 2.02727 -1.45145 -2.50592
C: -3.65579 1.67430 -0.70814
C: -2.81212 -0.02350 -2.43910
O: 0.21785 0.20016 3.92825
O: -4.71489 2.05661 -0.46840
O: -3.36924 -0.65006 -3.22753
H: -3.10614 4.00505 0.44519
H: -1.63309 4.98827 0.62237
H: -2.82156 4.90903 1.94569
H: -3.34359 1.83151 1.80770
H: -3.05368 2.75743 3.30536
H: -2.04121 1.33714 2.93011
H: 0.06469 2.80979 3.16590
H: -0.96679 4.20940 3.53822
H: 0.19949 4.29951 2.19231
H: 0.42750 -1.61277 -4.71702
H: 0.80441 0.09403 -4.37813
H: -0.85522 -0.51460 -4.17103
H: -0.08543 -3.20261 -2.78084
H: -1.38100 -2.10739 -2.21398
H: -0.08248 -2.60715 -1.09705
H: 2.28630 -2.31835 -3.12858
H: 2.32637 -1.70819 -1.45546
H: 2.64033 -0.59375 -2.80948
C: 1.37723 -3.28992 2.41226
P: 1.52615 -2.48271 0.79332
C: 3.08835 -1.50825 1.23153
C: 1.93605 -4.05908 -0.05210
H: 1.31328 -2.54697 3.16680
H: 2.26041 -3.92072 2.57353
H: 0.48862 -3.89318 2.37147
H: 3.81633 -2.23021 1.56550
H: 3.43806 -0.93549 0.39221
H: 2.82445 -0.82504 2.06834
H: 2.67299 -4.61233 0.53257
H: 1.00320 -4.65047 -0.08239
H: 2.29592 -3.91708 -1.04539

Forces on atoms 1 to 2 (eV/Å):
1.860 -0.285 1.212
-1.408 0.797 -1.444

Entry 2:
Molecular formula: C14H27CoN6O3S
Method: DFT, ωB97M-V/def2-TZVPD

The net charge is +2. Its relative energy (zero: lowest compared OMol25 entry of this formula, charge and spin) is 23.6 kJ/mol. The value obtained for the largest force on an atom is 0.366 eV/Å. For the HOMO-LUMO gap, the calculation gives 0.2861 Eh. The energy is -78489.0562 eV. For the HOMO energy, the calculation gives -14.72 eV.

Cartesian coordinates (Å):
Co: 1.02321 0.30829 0.33995
N: 2.15350 0.53031 -1.30478
C: 2.21575 -0.79578 -1.99598
C: 2.33088 -1.86487 -0.92612
N: 1.20660 -1.60966 -0.00133
C: 1.11720 -2.38012 1.25570
C: -0.10653 -1.81392 1.95251
N: -0.03787 -0.32114 1.90522
H: 3.10590 0.83726 -1.12382
H: 1.74565 1.21556 -1.93736
H: 1.27840 -0.91548 -2.53671
H: 3.03565 -0.82838 -2.71122
H: 2.27523 -2.86676 -1.35337
H: 3.26834 -1.79005 -0.36951
H: 0.34287 -1.78852 -0.51659
H: 1.02481 -3.44997 1.06377
H: 2.03158 -2.23165 1.83229
H: -1.01482 -2.10697 1.41655
H: -0.20132 -2.16634 2.97724
H: -1.00541 0.01092 1.71532
H: 0.27313 0.04057 2.80109
N: 0.65604 2.24489 0.55634
C: 0.73772 2.86954 1.90240
C: 2.15638 2.77947 2.43296
C: 2.59169 1.36269 2.75744
N: 2.65348 0.49032 1.54091
H: 1.26692 2.77836 -0.05970
H: -0.27905 2.35085 0.16557
H: 0.03547 2.35689 2.56038
H: 0.41827 3.90915 1.83379
H: 2.23761 3.37179 3.34449
H: 2.84887 3.23873 1.71771
H: 1.89841 0.91498 3.47119
H: 3.57104 1.35835 3.23599
H: 2.95218 -0.43337 1.84710
H: 3.43995 0.83622 0.99500
O: -3.85082 -1.48867 0.99928
S: -3.79997 -0.22176 0.33361
O: -4.63350 0.85631 0.73980
N: -2.18854 0.26156 0.39223
C: -1.63177 0.14773 -0.76930
O: -0.35173 0.33222 -0.97505
C: -2.52331 -0.21077 -1.89555
C: -2.23957 -0.32060 -3.24525
C: -3.27813 -0.66766 -4.10154
C: -4.56087 -0.89677 -3.61409
C: -4.84792 -0.78761 -2.25562
C: -3.80720 -0.44262 -1.42344
H: -1.24601 -0.12737 -3.62784
H: -3.09110 -0.75510 -5.16294
H: -5.35183 -1.16002 -4.30305
H: -5.84542 -0.96100 -1.87571

Forces on atoms 1 to 2 (eV/Å):
0.048 0.137 0.145
0.126 -0.036 0.129

Entry 3:
Molecular formula: C14H27N7O7Sc
Method: DFT, ωB97M-V/def2-TZVPD

The net charge is +1. Its relative energy (zero: lowest compared OMol25 entry of this formula, charge and spin) is 21.1 kJ/mol. The value obtained for the largest force on an atom is 4.087 eV/Å. For the HOMO-LUMO gap (spin up / spin down), the calculation gives 0.2033 / 0.2090 Eh. The energy is -60411.4371 eV. For the HOMO energy (spin up / spin down), the calculation gives -9.64 / -9.80 eV.

Cartesian coordinates (Å):
O: -0.33556 0.18515 -3.98326
H: -0.72272 0.05548 -4.86386
Sc: 0.23997 0.03334 -0.78495
N: -0.32108 2.19141 0.48585
N: 1.00183 1.84589 -1.53575
N: -1.43481 -0.52652 0.63627
N: -1.15996 -1.48656 -1.68569
O: -0.99932 2.35341 1.60946
O: -1.67123 -0.01018 1.88212
O: -1.14641 -1.99629 -2.97054
O: 1.80418 1.31880 -2.40849
C: 1.27837 3.03441 -0.92347
C: 0.53339 3.22429 0.24557
C: -2.05486 -1.70772 0.45506
C: -1.80548 -2.28407 -0.82494
C: 0.69086 4.34166 1.21383
H: 0.98259 3.94624 2.20159
H: -0.25800 4.88554 1.32431
H: 1.45878 5.05388 0.89114
C: 2.36291 3.90380 -1.40843
H: 2.19661 4.19479 -2.45241
H: 3.31902 3.37049 -1.32489
H: 2.42056 4.80818 -0.79465
C: -2.72509 -2.45522 1.55373
C: -2.18834 -3.67172 -1.20990
H: -3.08308 -1.77203 2.32577
H: -1.98887 -3.14287 2.00406
H: -3.57184 -3.04942 1.18304
H: -1.49234 -4.12500 -1.92580
H: -3.19294 -3.70718 -1.65158
H: -2.20800 -4.28634 -0.30417
H: -1.40724 0.99724 1.77009
H: -0.76123 -1.19476 -3.47632
C: -1.19604 1.17796 -3.28313
H: -0.59719 1.90342 -2.74861
H: -1.95522 0.70352 -2.63914
H: -1.69763 1.75924 -4.06135
O: -3.80773 2.58663 -0.31213
H: -3.94955 1.63702 -0.49384
H: -2.84664 2.61194 -0.18662
C: 2.65279 -3.66296 0.36419
N: 2.32713 -2.48739 1.17727
C: 2.60382 -2.40819 2.50700
C: 2.22739 -1.29811 3.20123
C: 1.53455 -0.27733 2.53387
N: 1.35974 -0.33977 1.20473
C: 1.77709 -1.43169 0.55290
O: 1.59374 -1.50815 -0.73394
N: 1.02182 0.78806 3.16253
H: 2.16500 -4.55323 0.77387
H: 3.73291 -3.82799 0.34853
H: 2.30861 -3.49393 -0.65812
H: 3.11807 -3.26456 2.93434
H: 2.40078 -1.18281 4.25249
H: 0.32206 1.37049 2.69530
H: 1.14386 0.86976 4.15588

Forces on atoms 1 to 2 (eV/Å):
-0.998 0.715 0.511
0.245 0.252 0.157

Entry 4:
Molecular formula: C14H27NO2
Method: DFT, ωB97M-V/def2-TZVPD

The net charge is 0. Its structure (SMILES) is CC(C)N(CCOCC#CC(C)(C)O)C(C)C. Its relative energy (zero: lowest compared OMol25 entry of this formula, charge and spin) is 576.6 kJ/mol. The value obtained for the largest force on an atom is 6.014 eV/Å. For the HOMO-LUMO gap, the calculation gives 0.3145 Eh. The energy is -20536.0663 eV. For the HOMO energy, the calculation gives -7.71 eV.

Cartesian coordinates (Å):
C: 1.53400 1.89638 1.62134
C: 2.62544 2.28593 1.12396
O: -0.58227 0.73536 1.36519
O: 4.83519 2.91029 1.56285
N: -2.07657 -1.41628 -0.14946
C: 0.15904 1.58262 2.17778
C: 3.64248 4.02371 -0.21408
C: 4.40753 1.60038 -0.51734
C: -2.65491 0.50181 -1.70250
C: -0.28482 -0.35598 -1.53267
C: -0.84152 -3.56724 -0.11975
C: -2.92504 -3.59188 -1.12847
C: -1.35171 -0.34160 1.97669
C: -2.53893 -0.59798 1.02885
C: 3.87382 2.71795 0.49284
C: -1.77749 -0.79595 -1.51771
C: -2.14439 -2.87740 -0.06204
H: 5.22312 2.13140 1.97467
H: -0.42810 2.42859 2.33314
H: 0.23079 1.22534 3.14399
H: 3.32574 4.74631 0.62156
H: 2.82334 4.02946 -0.88972
H: 4.57974 4.31887 -0.73157
H: 3.81848 1.59019 -1.42686
H: 4.23414 0.60328 -0.14020
H: 5.40730 1.68418 -0.78081
H: -3.66795 0.30509 -1.32365
H: -2.71502 0.73167 -2.75628
H: -2.40517 1.48581 -1.20855
H: -0.20238 0.52414 -0.97631
H: 0.08535 -0.06807 -2.52819
H: 0.31164 -1.18591 -1.18312
H: -1.01304 -4.59623 0.11234
H: -0.34596 -3.69427 -1.10648
H: -0.16802 -3.20298 0.68113
H: -3.85998 -3.05969 -1.36212
H: -2.36299 -3.71255 -2.02712
H: -3.34822 -4.47199 -0.81056
H: -1.70349 -0.14340 3.02460
H: -0.82025 -1.26538 1.96467
H: -3.04672 0.37751 0.79162
H: -3.42849 -1.07467 1.47395
H: -1.98128 -1.45657 -2.28471
H: -2.44243 -2.96026 1.00908

Forces on atoms 1 to 2 (eV/Å):
3.244 1.611 -1.785
-5.246 -2.138 2.022